1.
The molecule C8H15N3O2 in a non-equilibrium geometry. Source: the Open Molecules 2025 dataset; level of theory: ωB97M-V with the def2-TZVPD basis set.

SMILES	O=C(/C=N/O)NCC1CCNCC1
ΔE to the lowest compared entry with this formula, charge and spin	22.6	kcal/mol
Kohn-Sham gap	0.3312	Eh
HOMO level	-8.576	eV

Atoms and positions in Å:
1 O 2.727811 2.613820 -0.221185
2 O 3.685996 -1.600464 0.068866
3 N -1.227764 1.547218 -0.110505
4 N 2.080399 1.436676 -0.306720
5 N 1.445910 -1.613639 -0.163922
6 C 2.864223 0.524485 0.092570
7 C -0.916640 -1.254402 0.181520
8 C 2.665130 -0.941075 -0.012602
9 C -2.208595 -0.727453 -0.526088
10 C -0.722650 -0.412748 1.435966
11 C -1.222470 1.002080 1.263587
12 C 0.224865 -1.263718 -0.815880
13 C -2.003876 0.719808 -1.090814
14 H -2.481772 -1.410529 -1.365068
15 H -1.076597 -2.262282 0.524954
16 H -3.074272 -0.688805 0.105279
17 H -2.247013 1.080999 1.601366
18 H -0.648305 1.739332 1.870192
19 H -1.468548 0.665300 -2.061196
20 H -1.189296 -0.905136 2.325520
21 H 0.341902 -0.243790 -1.249194
22 H 1.582610 -2.580419 0.108776
23 H 0.321782 -0.306904 1.648888
24 H -0.283040 1.708870 -0.385594
25 H -2.972900 1.198884 -1.296970
26 H -0.108394 -2.005323 -1.545914
27 H 2.089518 3.221782 -0.592315
28 H 3.821988 0.757425 0.516489

Cartesian forces, eV/Å:
O 0.08 1.45 0.12
O 0.09 0.03 0.46
N -0.78 -0.62 -0.01
N 0.09 -1.60 -0.24
N 1.94 0.14 0.39
C -0.78 -0.44 -0.01
C -1.82 1.07 0.15
C -1.04 -1.32 -0.61
C 0.59 -0.17 -1.50
C 0.22 -0.04 0.44
C -0.53 1.56 -0.23
C -0.55 1.37 0.53
C 0.82 -0.31 0.57
H 0.14 0.44 0.43
H -0.13 -0.65 -0.11
H -0.28 -0.28 0.73
H -0.39 0.03 0.28
H -0.31 -0.64 -0.25
H -0.17 0.19 0.55
H 0.26 0.43 -0.69
H -0.04 -0.96 0.01
H -0.04 0.09 -0.37
H 0.81 -0.41 0.26
H 0.51 -0.13 -0.47
H 0.20 -0.20 0.14
H 0.68 0.16 -0.49
H -0.07 0.58 -0.04
H 0.51 0.22 -0.04

Löwdin atomic charge list, values in e, 6 entries: -0.015 0.059 -0.064 0.000 0.068 -0.047

***

2.
A structure of composition CaHg2I in a non-equilibrium geometry. Source: the Open Molecules 2025 dataset; level of theory: ωB97M-V with the def2-TZVPD basis set.

charge	+5
ΔE to the lowest compared entry with this formula, charge and spin	122.0	kcal/mol
Kohn-Sham gap	0.2406	Eh
HOMO level	-32.422	eV

Atoms and positions in Å:
1 Hg 1.177875 2.159113 -1.164640
2 Hg 0.637165 -1.946277 2.530880
3 I 0.223015 -0.274627 0.193620
4 Ca -2.038055 0.061793 -1.559860

Cartesian forces, eV/Å:
Hg 1.45 0.66 0.54
Hg 0.52 -0.56 1.20
I 1.30 0.42 0.00
Ca -3.26 -0.52 -1.74

Charges computed using Löwdin, reported in e: 1.419 1.516 0.510 1.554

***

3.
A structure of composition C34H32Cl3N5O3SSc. Source: the Open Molecules 2025 dataset; level of theory: ωB97M-V with the def2-TZVPD basis set.

charge	+1
ΔE to the lowest compared entry with this formula, charge and spin	1.0	kcal/mol
Kohn-Sham gap	0.2946	Eh
HOMO level	-10.457	eV

Atoms and positions in Å:
1 Sc 1.868708 -0.669967 0.071212
2 Cl -3.032107 3.483166 -0.200656
3 Cl -8.272149 4.618728 -0.035068
4 Cl -6.017557 -0.504531 -2.543385
5 S -3.696227 0.470894 -4.129268
6 O 2.304994 1.179208 0.617768
7 O -4.277333 -0.698893 0.360582
8 O 1.240538 -1.623301 -1.542719
9 N 3.979019 1.255264 -0.950764
10 N 3.345317 0.074107 -1.354089
11 N 3.414378 -1.909200 1.192190
12 N -1.951031 -0.079568 1.945739
13 N 0.050628 -0.762181 1.357047
14 C 1.241881 -5.168712 2.745211
15 C 1.819629 -2.022331 -2.652847
16 C -3.806800 0.621594 0.527732
17 C -3.355257 -0.798535 -1.920377
18 C 3.203726 3.545584 1.784592
19 C -1.851801 -1.392832 2.338124
20 C -6.252125 1.240474 0.577233
21 C -5.685728 3.879813 -0.071217
22 C -0.615011 -1.811938 1.965291
23 C -4.672892 2.946742 0.063149
24 C -6.992321 3.467883 0.129915
25 C 2.989321 -1.494997 -3.114810
26 C 4.739631 0.305222 -3.337903
27 C -7.285718 2.153504 0.455332
28 C 2.708485 -3.047383 1.741223
29 C 2.492660 -3.143910 3.107258
30 C -3.159268 0.740388 1.907994
31 C -4.327996 -0.333282 -2.755753
32 C 1.757722 -4.209407 3.606396
33 C 2.196164 -3.999693 0.870093
34 C 3.853165 3.018240 0.673163
35 C -3.606251 -1.499883 -0.620483
36 C 4.752149 5.381782 1.825377
37 C 3.674318 -0.375485 -2.535763
38 C 1.465447 -5.063643 1.378703
39 C 3.369428 1.758965 0.070230
40 C -2.057279 -0.496456 -2.430895
41 C -0.794385 0.259666 1.369916
42 C 1.079150 -3.088591 -3.397246
43 C -4.929129 1.618829 0.384421
44 C 5.402407 4.858011 0.713836
45 C 3.653605 4.724945 2.359008
46 C 4.956970 3.681377 0.138450
47 C -2.092017 0.179820 -3.610253
48 H 2.376072 -3.914910 -0.196681
49 H 5.453703 3.265122 -0.726780
50 H 4.183140 -2.196179 0.590945
51 H 3.145516 5.132091 3.223211
52 H -2.667725 -1.901825 2.819821
53 H -0.596839 1.244654 0.973547
54 H 3.370091 -1.867487 -4.054015
55 H -8.313108 1.852009 0.602464
56 H 6.258339 5.371014 0.295918
57 H -1.261576 0.525501 -4.204612
58 H -2.650553 -1.859561 -0.222378
59 H 0.080138 -2.724533 -3.646578
60 H 3.823113 -1.345833 1.934571
61 H 5.102771 6.302429 2.272861
62 H 2.347298 3.026911 2.192848
63 H -1.139502 -0.798169 -1.940807
64 H -5.461401 4.904241 -0.330464
65 H -2.889103 1.773388 2.121702
66 H 0.674271 -6.000498 3.139105
67 H 1.593328 -3.382814 -4.308447
68 H 1.073891 -5.813020 0.704241
69 H 4.973153 -0.262947 -4.234403
70 H 4.398941 1.301656 -3.622693
71 H -3.044704 0.854517 -0.220704
72 H -3.845869 0.386185 2.674811
73 H 2.900323 -2.398349 3.780142
74 H -4.260114 -2.360147 -0.760247
75 H 0.948843 -3.964471 -2.758352
76 H 5.636056 0.448803 -2.736867
77 H 1.594501 -4.291209 4.672498
78 H -0.164590 -2.781286 2.088086
79 H -6.467455 0.205231 0.803565

Cartesian forces, eV/Å:
Sc 0.12 -0.06 -0.32
Cl 0.00 -0.01 0.01
Cl -0.01 0.00 0.00
Cl -0.01 0.00 0.00
S 0.00 -0.02 0.01
O 0.02 -0.02 -0.02
O 0.01 -0.03 0.00
O 0.06 0.00 0.21
N -0.03 -0.05 -0.01
N -0.09 0.03 0.11
N 0.09 0.08 0.07
N -0.01 0.05 0.06
N -0.14 -0.02 0.07
C 0.01 0.00 -0.02
C -0.03 -0.01 0.00
C 0.01 -0.01 0.00
C 0.02 -0.01 0.02
C -0.01 0.00 0.01
C -0.04 -0.04 -0.08
C -0.02 0.01 0.00
C 0.00 0.01 0.00
C -0.01 0.07 -0.03
C -0.01 0.01 -0.01
C 0.01 0.00 0.00
C 0.02 0.01 -0.01
C 0.00 -0.01 -0.02
C 0.00 -0.02 0.00
C 0.00 -0.03 0.02
C -0.02 -0.01 0.02
C 0.01 -0.01 0.01
C 0.01 0.02 -0.02
C 0.00 0.01 -0.01
C 0.01 0.03 -0.04
C 0.00 -0.01 0.02
C 0.00 0.03 -0.01
C 0.00 -0.01 -0.01
C 0.02 0.04 0.01
C -0.01 -0.02 0.04
C -0.04 -0.03 -0.01
C 0.00 -0.01 0.01
C 0.03 0.03 -0.04
C -0.02 -0.01 0.01
C 0.01 0.00 -0.02
C -0.01 0.00 0.01
C 0.00 0.01 0.00
C 0.01 0.00 0.00
C -0.01 0.01 0.00
H -0.01 0.00 0.01
H 0.00 0.00 0.00
H -0.03 -0.01 -0.06
H 0.00 0.00 0.00
H 0.00 0.00 0.00
H 0.01 0.00 0.01
H 0.00 0.00 0.00
H 0.00 0.00 0.00
H 0.00 0.00 0.00
H 0.00 0.00 0.00
H 0.00 0.00 0.00
H 0.01 0.00 0.00
H 0.03 -0.02 -0.01
H 0.00 0.00 0.00
H 0.00 0.00 0.00
H -0.01 0.01 0.01
H 0.00 0.00 0.00
H 0.01 0.00 0.01
H 0.00 0.00 0.00
H 0.00 0.00 0.00
H 0.00 0.00 0.00
H 0.00 0.00 0.00
H 0.00 0.00 0.00
H 0.00 -0.01 -0.01
H 0.00 0.00 0.01
H 0.00 0.00 0.00
H -0.01 0.00 0.00
H 0.00 0.00 0.00
H 0.00 0.00 0.00
H 0.00 0.00 0.00
H 0.03 -0.02 0.02
H 0.00 0.00 0.00

Löwdin atomic charge list, values in e, 6 entries: 1.097 0.728 0.701 0.712 1.032 -0.173

***

Number 3 is which compound? C34H32Cl3N5O3SSc